No. 1
{"formula": "C40H57Cl2F16N4O6", "method": "ωB97M-V/def2-TZVPD", "symbols": ["C", "C", "Cl", "C", "Cl", "C", "C", "C", "O", "C", "C", "O", "C", "C", "C", "C", "C", "C", "C", "C", "C", "C", "C", "C", "C", "C", "C", "N", "C", "C", "N", "N", "N", "C", "C", "C", "C", "O", "C", "O", "H", "H", "H", "H", "H", "H", "H", "H", "H", "H", "H", "H", "H", "H", "H", "H", "H", "H", "H", "H", "H", "H", "H", "H", "H", "H", "H", "H", "H", "H", "H", "H", "H", "H", "H", "H", "H", "H", "H", "H", "H", "H", "H", "H", "H", "H", "H", "H", "H", "C", "C", "C", "F", "F", "F", "F", "O", "C", "C", "F", "F", "F", "F", "H", "H", "H", "H", "C", "C", "C", "F", "F", "F", "F", "O", "C", "C", "F", "F", "F", "F", "H", "H", "H", "H"], "xyz": [[-2.97, 2.05, 6.09], [-4.48, 2.08, 5.46], [-5.95, 1.81, 6.61], [-4.71, 2.35, 4.00], [-6.50, 2.35, 3.44], [-3.54, 2.60, 2.88], [-2.95, 1.09, 2.65], [-2.43, 0.78, 1.12], [-3.37, -0.16, 0.49], [-4.24, 0.50, -0.50], [-4.43, -0.48, -1.83], [-3.60, -0.09, -2.98], [-2.26, 0.35, -2.59], [-1.84, 1.91, -2.92], [-0.36, 2.56, -2.53], [0.78, 1.64, -1.77], [2.30, 2.20, -1.34], [2.48, 3.71, -1.95], [2.31, 2.21, 0.30], [3.37, 1.19, -2.05], [4.78, 0.96, -1.25], [4.68, -0.19, -0.04], [5.53, 2.34, -0.76], [5.82, 0.27, -2.37], [0.31, 0.07, -1.41], [-1.15, -0.57, -1.80], [-4.29, 3.23, 1.52], [-3.84, 4.41, 0.98], [-4.51, 4.93, -0.28], [-4.51, 6.56, -0.45], [-5.41, 7.22, 0.61], [-5.20, 6.85, -1.79], [-3.13, 7.18, -0.54], [-2.70, 4.96, 1.82], [-2.49, 3.87, 3.07], [-0.95, 3.52, 3.52], [0.11, 4.78, 3.29], [1.50, 4.41, 3.65], [2.46, 5.40, 3.07], [2.60, 5.61, 1.74], [-3.00, 1.63, 7.21], [-2.21, 1.36, 5.52], [-2.57, 3.15, 6.14], [-3.72, 0.23, 2.91], [-2.04, 0.94, 3.38], [-2.17, 1.73, 0.49], [-1.40, 0.19, 1.24], [-3.96, 1.60, -0.76], [-5.32, 0.55, 0.00], [-4.30, -1.62, -1.51], [-5.56, -0.32, -2.16], [-2.63, 2.61, -3.45], [-0.17, 3.68, -2.81], [3.44, 4.28, -1.59], [2.41, 3.60, -3.14], [1.56, 4.40, -1.66], [2.30, 1.11, 0.72], [1.33, 2.76, 0.69], [3.21, 2.83, 0.76], [2.95, 0.12, -2.32], [3.65, 1.69, -3.10], [4.32, 0.32, 0.98], [5.69, -0.77, 0.12], [3.81, -0.97, -0.30], [6.70, 2.10, -0.82], [5.34, 2.58, 0.40], [5.36, 3.26, -1.45], [6.19, 1.04, -3.18], [5.19, -0.60, -2.87], [6.68, -0.23, -1.75], [1.10, -0.62, -0.86], [-1.37, -1.70, -1.53], [-5.18, 2.70, 0.94], [-3.99, 4.37, -1.19], [-5.63, 4.55, -0.28], [-6.29, 7.53, 0.10], [-4.97, 8.10, 0.97], [-6.10, 6.29, -1.87], [-5.39, 7.87, -1.87], [-2.75, 7.15, -1.51], [-3.09, 8.14, -0.13], [-3.02, 5.94, 2.42], [-1.81, 5.07, 1.06], [-2.92, 4.36, 4.07], [-0.89, 3.28, 4.69], [-0.49, 2.57, 2.97], [-0.22, 5.64, 4.04], [0.06, 5.20, 2.20], [3.20, 6.02, 3.78], [0.09, -3.91, 1.43], [0.55, -3.78, -0.03], [1.09, -5.06, -0.66], [2.17, -5.54, -0.01], [1.49, -4.83, -1.94], [1.45, -2.76, -0.12], [-0.53, -3.37, -0.76], [1.04, -3.53, 2.43], [2.00, -4.53, 2.78], [3.43, -4.14, 2.40], [3.54, -3.88, 1.07], [4.30, -5.15, 2.66], [1.61, -5.72, 2.25], [1.91, -4.67, 4.13], [-0.74, -3.21, 1.56], [-0.35, -4.89, 1.64], [0.32, -5.84, -0.69], [3.75, -3.25, 2.94], [3.19, -9.37, -2.16], [4.08, -8.95, -3.34], [3.70, -7.63, -4.00], [2.45, -7.65, -4.51], [4.53, -7.36, -5.04], [4.13, -9.96, -4.24], [5.36, -8.83, -2.86], [2.14, -10.29, -2.45], [0.95, -9.71, -2.97], [0.66, -10.12, -4.42], [1.69, -9.82, -5.25], [-0.44, -9.48, -4.91], [1.01, -8.36, -2.81], [-0.06, -10.14, -2.16], [3.84, -9.92, -1.46], [2.84, -8.51, -1.57], [3.77, -6.80, -3.29], [0.48, -11.20, -4.49]], "lowdin_charge": [-0.11, -0.55, 0.52, -0.50, 0.56, -0.26, -0.09, -0.19, -0.21, -0.18, -0.14, -0.16, -0.17, 0.00, -0.02, -0.08, -0.44, -0.09, -0.07, -0.13, -0.49, -0.08, -0.09, -0.11, 0.01, 0.03, 0.06, -0.05, -0.05, -0.55, 0.04, 0.01, 0.05, -0.06, -0.16, -0.11, -0.18, -0.14, -0.10, -0.06, 0.11, 0.08, 0.08, 0.16, 0.11, 0.13, 0.14, 0.11, 0.13, 0.15, 0.14, 0.09, 0.07, 0.08, 0.10, 0.08, 0.08, 0.08, 0.08, 0.12, 0.13, 0.07, 0.08, 0.08, 0.09, 0.08, 0.08, 0.09, 0.10, 0.08, 0.08, 0.10, 0.14, 0.16, 0.15, 0.09, 0.08, 0.09, 0.09, 0.10, 0.08, 0.16, 0.15, 0.15, 0.12, 0.13, 0.15, 0.12, 0.18, -0.05, -0.42, -0.29, 0.08, 0.09, 0.10, 0.07, 0.03, -0.48, -0.26, 0.08, 0.10, 0.12, 0.14, 0.15, 0.15, 0.18, 0.18, -0.05, -0.43, -0.29, 0.08, 0.09, 0.13, 0.10, 0.03, -0.48, -0.26, 0.09, 0.09, 0.11, 0.14, 0.15, 0.14, 0.17, 0.18], "energy_ha": -4746.0254, "total_charge": 1, "e_lumo_ev": -4.024, "homo_lumo_gap_ev": 6.10}

=====

No. 2
{"formula": "C40H58BBrCl3FGeN9O3TeW", "method": "ωB97M-V/def2-TZVPD", "symbols": ["W", "C", "C", "C", "C", "N", "N", "B", "N", "N", "C", "C", "C", "C", "C", "C", "C", "C", "N", "N", "C", "C", "C", "C", "C", "C", "C", "C", "C", "C", "C", "C", "H", "H", "H", "H", "H", "H", "H", "H", "H", "H", "H", "H", "H", "H", "H", "H", "H", "H", "H", "H", "H", "H", "H", "H", "H", "H", "H", "H", "H", "H", "H", "H", "H", "H", "H", "H", "H", "H", "H", "H", "C", "C", "N", "C", "C", "C", "O", "O", "C", "O", "C", "C", "C", "F", "C", "C", "C", "N", "C", "C", "N", "C", "C", "H", "H", "H", "H", "H", "H", "H", "H", "H", "H", "H", "H", "H", "H", "H", "H", "H", "H", "Br", "Te", "Cl", "Ge", "Cl", "Cl"], "xyz": [[15.61, 10.78, 17.46], [18.01, 8.00, 18.91], [17.96, 9.15, 17.91], [18.82, 10.25, 17.71], [18.25, 11.00, 16.63], [17.09, 10.42, 16.23], [16.91, 9.22, 17.05], [15.99, 8.12, 16.27], [14.61, 8.80, 16.01], [14.10, 9.49, 17.15], [12.71, 9.14, 17.23], [12.36, 8.58, 16.00], [13.55, 8.27, 15.33], [13.57, 7.12, 14.36], [11.88, 8.86, 18.47], [12.79, 9.22, 19.70], [11.52, 7.35, 18.50], [10.53, 9.63, 18.43], [16.54, 7.68, 14.88], [16.25, 8.49, 13.75], [17.30, 8.40, 12.92], [18.27, 7.45, 13.46], [17.76, 7.09, 14.73], [18.24, 6.07, 15.71], [17.39, 9.29, 11.74], [18.83, 9.90, 11.75], [17.12, 8.29, 10.55], [16.34, 10.37, 11.80], [18.89, 12.02, 15.72], [18.11, 12.14, 14.40], [20.34, 11.49, 15.50], [19.09, 13.43, 16.28], [19.03, 7.86, 19.33], [17.68, 7.06, 18.40], [17.24, 8.17, 19.74], [19.80, 10.45, 18.08], [16.00, 7.20, 17.07], [11.33, 8.37, 15.66], [13.81, 6.09, 14.86], [14.29, 7.33, 13.57], [12.59, 6.94, 13.89], [13.69, 8.58, 19.62], [12.22, 9.00, 20.68], [13.10, 10.27, 19.56], [12.40, 6.69, 18.23], [10.79, 7.09, 17.73], [11.10, 7.03, 19.44], [10.61, 10.70, 18.49], [9.91, 9.34, 17.63], [9.97, 9.40, 19.36], [19.16, 7.17, 12.97], [18.68, 6.55, 16.58], [18.96, 5.45, 15.16], [17.38, 5.45, 16.06], [19.66, 9.22, 11.49], [19.04, 10.30, 12.72], [18.90, 10.72, 11.01], [17.94, 7.55, 10.44], [17.07, 8.84, 9.59], [16.16, 7.79, 10.70], [16.00, 10.66, 12.79], [15.46, 10.05, 11.27], [16.62, 11.30, 11.32], [17.84, 11.19, 13.98], [18.75, 12.72, 13.69], [17.13, 12.61, 14.60], [20.48, 10.48, 15.02], [20.90, 11.48, 16.43], [20.82, 12.18, 14.81], [18.21, 14.09, 16.23], [19.86, 13.99, 15.76], [19.34, 13.35, 17.32], [7.40, 11.42, 13.08], [8.71, 12.08, 12.56], [9.93, 11.53, 13.09], [10.30, 11.95, 14.33], [11.55, 11.80, 14.88], [11.44, 12.23, 16.35], [10.53, 13.13, 16.41], [12.02, 11.69, 17.28], [12.64, 11.38, 13.95], [13.77, 11.85, 13.90], [12.11, 10.61, 12.74], [12.83, 9.55, 12.17], [12.36, 8.96, 11.01], [13.18, 8.07, 10.35], [11.06, 9.10, 10.50], [10.21, 9.97, 11.29], [10.73, 10.70, 12.35], [10.49, 8.46, 9.39], [10.12, 7.05, 9.52], [9.40, 6.42, 8.32], [10.10, 6.77, 7.05], [10.34, 8.22, 6.89], [11.10, 8.76, 8.12], [6.57, 11.92, 12.67], [7.43, 11.45, 14.20], [7.34, 10.37, 12.80], [8.70, 13.10, 12.93], [8.80, 12.09, 11.45], [9.41, 12.30, 14.88], [13.80, 9.30, 12.60], [9.16, 10.08, 10.98], [9.49, 6.88, 10.45], [11.07, 6.46, 9.65], [8.35, 6.73, 8.23], [9.37, 5.32, 8.37], [9.52, 6.36, 6.27], [10.96, 6.13, 7.04], [9.34, 8.68, 6.74], [10.93, 8.55, 6.03], [11.20, 9.84, 7.99], [12.19, 8.41, 8.03], [15.72, 11.77, 19.60], [15.27, 13.41, 16.83], [17.73, 15.07, 19.46], [16.11, 15.60, 18.15], [16.76, 17.46, 17.24], [14.42, 15.99, 19.44]], "mulliken_spin": [0.76, -0.01, 0.20, 0.03, 0.19, 0.07, -0.11, -0.02, 0.01, 0.10, 0.05, -0.02, 0.06, 0.00, -0.02, 0.01, 0.01, 0.00, 0.00, 0.01, 0.00, 0.00, 0.01, 0.00, 0.00, 0.00, 0.00, 0.00, 0.02, 0.02, 0.04, 0.03, 0.00, 0.01, 0.02, 0.00, 0.00, 0.00, 0.00, 0.00, 0.00, 0.00, 0.00, 0.00, 0.00, 0.00, 0.00, 0.00, 0.00, 0.00, 0.00, 0.00, 0.00, 0.00, 0.00, 0.00, 0.00, 0.00, 0.00, 0.00, 0.00, 0.00, 0.00, -0.02, 0.00, 0.07, 0.00, 0.00, 0.00, 0.00, 0.01, -0.01, 0.00, 0.00, 0.00, 0.01, -0.02, 0.01, 0.01, 0.01, 0.01, 0.01, 0.00, 0.01, 0.00, 0.00, 0.00, 0.00, 0.00, 0.00, 0.00, 0.00, 0.00, 0.00, 0.00, 0.00, 0.00, 0.00, 0.00, 0.00, 0.00, -0.01, 0.00, 0.00, 0.00, 0.00, 0.00, 0.00, 0.00, 0.00, 0.00, 0.00, 0.00, 0.02, 0.99, 0.03, 0.29, 0.07, 0.06], "energy_ha": -8768.7280, "multiplicity": 4, "e_lumo_ev": [-2.086, -2.086], "homo_lumo_gap_ev": [2.79, 3.71]}